The following is a DFT calculation (wB97M-V/def2-TZVPD) of a molecular structure, C45H45BrMoNO3S.

Output
calculated total energy	-137757.1303	eV
charge	+1

Positions of all 97 atoms, in Å:
Mo 0.8179 -0.2297 -0.2444
O 0.6896 -0.3846 -2.0600
C 0.1095 -1.0539 -3.1684
C -1.3265 -1.3880 -2.7247
C -1.3690 -2.3948 -1.6063
C -1.8078 -3.6812 -1.8887
C -1.8951 -4.6073 -0.8692
C -1.5452 -4.2103 0.4075
C -1.0842 -2.9199 0.6277
C -0.7476 -2.5086 2.0439
C 0.6631 -1.9427 2.2716
O 0.7195 -0.7386 1.5243
C 0.8581 -1.6110 3.7453
C 1.0457 -0.3051 4.1775
C 1.2165 -0.0330 5.5302
C 1.2031 -1.0621 6.4568
C 1.0256 -2.3709 6.0269
C 0.8589 -2.6432 4.6795
C 1.7934 -2.8326 1.7547
C 3.0052 -2.2271 1.4177
C 4.0481 -2.9788 0.8999
C 3.9025 -4.3501 0.7328
C 2.7139 -4.9624 1.0966
C 1.6633 -4.2067 1.6036
N -0.9855 -2.0216 -0.3721
C 0.1656 -0.0779 -4.3357
C -0.9533 0.3105 -5.0579
C -0.8300 1.2054 -6.1162
C 0.4102 1.7183 -6.4539
C 1.5344 1.3341 -5.7316
C 1.4113 0.4402 -4.6836
C 0.8878 -2.3337 -3.4567
C 1.6326 -2.9705 -2.4705
C 2.2743 -4.1727 -2.7322
C 2.1693 -4.7573 -3.9850
C 1.4227 -4.1312 -4.9736
C 0.7888 -2.9259 -4.7119
H -1.8052 -0.4566 -2.4145
H -1.8753 -1.8018 -3.5693
H -2.0789 -3.9383 -2.9034
H -2.2370 -5.6154 -1.0624
H -1.6297 -4.8941 1.2413
H -1.4381 -1.7242 2.3652
H -0.9136 -3.3589 2.7040
H 1.0818 0.5008 3.4564
H 1.3715 0.9874 5.8562
H 1.3415 -0.8502 7.5085
H 1.0256 -3.1819 6.7430
H 0.7457 -3.6708 4.3529
H 3.1355 -1.1619 1.5658
H 4.9785 -2.4923 0.6371
H 4.7174 -4.9386 0.3319
H 2.5971 -6.0326 0.9852
H 0.7479 -4.7085 1.8835
H -1.9343 -0.0750 -4.8150
H -1.7093 1.4972 -6.6752
H 0.5052 2.4128 -7.2780
H 2.5077 1.7295 -5.9908
H 2.2890 0.1384 -4.1245
H 1.7223 -2.5465 -1.4745
H 2.8540 -4.6480 -1.9513
H 2.6723 -5.6922 -4.1935
H 1.3419 -4.5762 -5.9566
H 0.2237 -2.4346 -5.4951
Br 6.9411 2.5764 0.2688
C 5.1889 1.8888 0.0948
C 4.2225 2.2405 1.0257
C 2.9382 1.7364 0.8875
C 2.5959 0.8631 -0.1517
C 3.6015 0.5282 -1.0672
C 4.8882 1.0409 -0.9567
H 4.4747 2.9041 1.8420
H 2.1938 2.0188 1.6257
H 3.3895 -0.1420 -1.8947
H 5.6504 0.7792 -1.6783
C 0.5306 5.1003 0.4509
C -0.8938 4.8518 0.9344
C -1.5177 3.6105 0.2988
S -0.7347 2.1309 0.9785
O -0.7371 1.1285 -0.2051
C -1.9943 1.5067 2.1191
C -3.0261 0.5905 1.4705
C -4.0352 1.2907 0.5690
H 1.0070 5.8919 1.0269
H 0.5358 5.3975 -0.5984
H 1.1529 4.2067 0.5433
H -1.5329 5.7010 0.6886
H -0.9195 4.7620 2.0250
H -1.3046 3.5515 -0.7703
H -2.5923 3.5483 0.4522
H -2.4376 2.4012 2.5652
H -1.4335 0.9844 2.8959
H -3.5401 0.0769 2.2860
H -2.4980 -0.1754 0.8977
H -4.5039 2.1399 1.0710
H -4.8288 0.6013 0.2835
H -3.5697 1.6468 -0.3514

Mulliken population analysis, charges in e, atoms 1 to 8:
1 Mo -1.0825
2 O -0.0041
3 C 3.2639
4 C -1.7623
5 C -0.0569
6 C -0.9633
7 C -1.2103
8 C -0.5228